No. 1
{"formula": "C18H28O4", "method": "wB97M-V/def2-TZVPD", "total_energy_ev": -27309.7633, "smiles": "CC1=C[C@@H]2C[C@@H](C)C[C@@H](C)[C@H]2[C@](C)(C(=O)CCO)[C@@H]1C(=O)O", "charge": 0, "e_homo_ev": -8.36, "max_force_ev_per_a": 3.80, "orbital_gap_ha": 0.32644, "relative_energy_kj_mol": 18.1, "elements": ["O", "O", "O", "O", "C", "C", "C", "C", "C", "C", "C", "C", "C", "C", "C", "C", "C", "C", "C", "C", "C", "C", "H", "H", "H", "H", "H", "H", "H", "H", "H", "H", "H", "H", "H", "H", "H", "H", "H", "H", "H", "H", "H", "H", "H", "H", "H", "H", "H", "H"], "positions_angstrom": [[-2.248, 3.284, -0.841], [-1.623, -1.393, -1.668], [-4.697, -0.254, 0.416], [-3.174, 1.421, -1.711], [3.588, -1.010, 0.684], [2.974, -0.620, -0.669], [2.497, -1.488, 1.691], [-4.264, -1.536, -0.047], [4.475, 0.138, 1.174], [-0.147, 1.075, -2.168], [-0.872, 0.111, 0.073], [-0.715, 1.334, -3.564], [-0.844, 1.384, -0.866], [1.679, 0.185, -0.656], [0.610, -0.485, 0.248], [1.460, 0.658, 2.473], [-1.484, 0.622, 1.423], [-2.178, 2.091, -1.090], [-2.783, -1.795, 0.333], [1.094, 0.448, -2.032], [-1.802, -0.978, -0.519], [1.180, -0.646, 1.702], [1.627, 1.497, 1.796], [-1.618, 0.702, -3.739], [-1.380, -0.051, 2.246], [-2.545, 0.804, 1.357], [1.927, 1.190, -0.235], [0.592, 0.853, 3.113], [4.218, -1.888, 0.551], [2.159, -2.518, 1.461], [-2.600, -2.843, 0.184], [1.708, 0.227, -2.900], [0.026, 1.065, -4.354], [-0.208, 2.104, -0.367], [-1.048, 1.581, 1.731], [2.812, -1.519, -1.225], [-4.783, -2.279, 0.505], [3.727, -0.065, -1.221], [-3.928, 2.061, -1.798], [2.884, -1.511, 2.696], [4.833, -0.091, 2.176], [-4.400, -1.663, -1.148], [5.317, 0.270, 0.477], [0.491, -1.234, 2.274], [-0.992, 2.379, -3.748], [-5.649, -0.156, 0.179], [2.302, 0.584, 3.115], [0.530, -1.495, -0.161], [-2.664, -1.640, 1.419], [3.934, 1.088, 1.231]], "nbo_charge": [-0.60, -0.57, -0.73, -0.68, -0.22, -0.39, -0.38, -0.05, -0.61, 0.06, -0.14, -0.65, -0.37, -0.26, -0.18, -0.63, -0.64, 0.81, -0.55, -0.18, 0.72, -0.20, 0.20, 0.23, 0.21, 0.23, 0.20, 0.21, 0.21, 0.20, 0.24, 0.20, 0.22, 0.25, 0.22, 0.20, 0.17, 0.21, 0.50, 0.20, 0.21, 0.18, 0.21, 0.20, 0.21, 0.47, 0.21, 0.21, 0.22, 0.20]}

---

No. 2
{"formula": "C18H29CoN2", "method": "wB97M-V/def2-TZVPD", "spin_multiplicity": 5, "total_energy_ev": -59723.9021, "charge": 2, "e_homo_ev": [-14.32, -15.01], "max_force_ev_per_a": 3.30, "s_squared": 6.028, "orbital_gap_ha": [0.25080, 0.16919], "elements": ["Co", "N", "N", "C", "C", "C", "C", "C", "C", "C", "C", "C", "C", "C", "C", "C", "C", "C", "C", "C", "C", "H", "H", "H", "H", "H", "H", "H", "H", "H", "H", "H", "H", "H", "H", "H", "H", "H", "H", "H", "H", "H", "H", "H", "H", "H", "H", "H", "H", "H"], "positions_angstrom": [[-0.399, 0.043, -0.354], [5.347, -1.670, 0.830], [1.440, -0.728, -0.120], [1.735, -1.883, 0.537], [-2.846, 1.885, -0.713], [-0.884, -0.774, -1.914], [-0.245, 0.852, 1.765], [3.777, -0.110, -0.101], [-1.690, -0.521, -4.204], [-0.130, 3.066, 0.412], [-0.704, 1.740, 0.757], [-1.124, -0.234, 1.837], [-3.366, -0.899, 0.713], [2.436, 0.163, -0.386], [-0.680, 0.040, -3.157], [-1.937, 1.215, 0.234], [4.084, -1.358, 0.543], [0.902, 1.125, 2.698], [3.017, -2.247, 0.843], [-1.044, -1.393, 2.792], [-2.179, -0.036, 0.899], [0.357, -0.100, -3.519], [-2.294, 2.585, -1.350], [-3.612, 2.466, -0.183], [-1.582, -2.244, 2.407], [-0.006, -1.678, 2.972], [-0.138, -1.565, -1.843], [0.106, 1.261, -1.203], [-0.930, 1.095, -3.031], [1.645, 1.766, 2.243], [-1.470, -1.129, 3.761], [0.544, 1.630, 3.599], [-1.484, -1.559, -4.514], [2.134, 1.085, -0.871], [-4.202, -0.582, 1.348], [6.141, -1.024, 0.642], [3.228, -3.208, 1.353], [-0.383, 3.355, -0.605], [-3.360, 1.164, -1.360], [0.968, 3.060, 0.499], [-3.716, -0.892, -0.312], [-3.140, -1.933, 1.001], [-0.501, 3.848, 1.084], [5.629, -2.508, 1.296], [-1.654, 0.115, -5.111], [-1.859, -1.108, -1.754], [0.875, -2.537, 0.779], [-2.736, -0.446, -3.912], [1.394, 0.203, 3.014], [4.536, 0.604, -0.339]], "lowdin_spin": [2.21, 0.02, 0.12, 0.01, 0.04, 0.31, 0.26, 0.01, 0.05, 0.01, 0.11, 0.14, 0.02, 0.01, 0.07, 0.21, 0.01, 0.04, 0.02, 0.02, 0.14, 0.00, 0.00, 0.02, 0.00, 0.00, 0.03, 0.00, 0.02, 0.00, 0.01, 0.02, 0.00, 0.00, 0.01, 0.00, 0.00, 0.00, 0.00, 0.00, 0.00, 0.00, 0.00, 0.00, 0.01, 0.03, 0.00, 0.00, 0.01, 0.00]}

---

No. 3
{"formula": "C18H29MnN2O6P2", "method": "wB97M-V/def2-TZVPD", "spin_multiplicity": 5, "total_energy_ev": -84295.1001, "charge": 0, "e_homo_ev": [-7.24, -6.34], "max_force_ev_per_a": 3.45, "s_squared": 6.459, "orbital_gap_ha": [0.23740, 0.20395], "relative_energy_kj_mol": 0.0, "elements": ["Mn", "P", "P", "O", "O", "O", "O", "O", "O", "N", "N", "C", "C", "C", "C", "C", "C", "C", "C", "C", "C", "C", "C", "C", "C", "C", "C", "C", "C", "H", "H", "H", "H", "H", "H", "H", "H", "H", "H", "H", "H", "H", "H", "H", "H", "H", "H", "H", "H", "H", "H", "H", "H", "H", "H", "H", "H", "H"], "positions_angstrom": [[0.183, -0.148, -0.545], [2.362, 1.195, -0.475], [-1.566, -1.482, -1.414], [1.903, -2.940, 0.666], [-4.297, 5.798, 4.660], [-0.892, 0.765, 0.891], [0.325, -4.366, -0.749], [0.667, 1.615, 2.332], [-5.785, 4.666, 3.518], [1.303, -0.984, -2.263], [-4.627, 4.810, 3.968], [-2.963, 1.993, 2.251], [-1.313, 3.218, 3.542], [-3.642, 3.831, 3.660], [-0.554, -2.553, -2.407], [2.550, -0.621, -2.611], [3.229, 0.550, -1.910], [-3.982, 2.786, 2.774], [1.420, -2.752, -3.893], [-0.487, 1.475, 1.911], [3.035, 0.282, 0.930], [2.716, -2.399, -4.217], [-1.612, 2.224, 2.591], [0.727, -2.056, -2.898], [3.294, -1.331, -3.548], [-2.304, 4.041, 4.059], [2.464, 2.949, -0.161], [-2.319, -2.407, -0.047], [-2.819, -0.569, -2.337], [-3.607, -1.250, -2.681], [0.919, -3.578, -4.387], [2.523, 0.635, 1.842], [-3.270, -2.842, -0.373], [-3.219, 1.207, 1.543], [-0.280, 3.380, 3.832], [3.520, 3.243, -0.130], [4.113, 0.530, 0.982], [3.370, 1.401, -2.590], [1.461, -3.732, 2.700], [4.229, 0.256, -1.553], [1.392, -3.569, 0.024], [1.925, 3.470, -0.963], [-2.503, -1.725, 0.794], [-5.030, 2.622, 2.504], [2.813, -3.275, 0.632], [1.956, 3.116, 0.802], [4.320, -1.017, -3.732], [0.647, -5.103, -1.272], [-2.076, 4.838, 4.766], [-1.640, -3.209, 0.275], [3.265, -2.925, -4.987], [2.903, -0.811, 0.821], [1.000, 1.328, -1.069], [-3.252, 0.196, -1.675], [-1.116, -3.186, -3.103], [-0.106, -3.657, -1.415], [-2.348, -0.089, -3.206], [1.069, -3.842, 3.337]], "lowdin_spin": [4.22, -0.19, 0.05, 0.01, 0.00, 0.05, 0.00, 0.00, 0.00, 0.03, 0.00, 0.00, 0.00, 0.00, 0.01, 0.00, 0.00, 0.00, 0.00, 0.01, -0.08, 0.00, 0.00, 0.01, 0.00, 0.00, 0.00, 0.01, 0.01, 0.00, 0.00, 0.00, 0.00, 0.00, 0.00, 0.00, -0.02, 0.00, 0.00, 0.00, 0.00, 0.00, 0.00, 0.00, 0.00, 0.00, 0.00, 0.00, 0.00, 0.00, 0.00, 0.00, -0.12, 0.00, 0.00, 0.00, 0.00, 0.00]}

---

No. 4
{"formula": "C18H29N3O4S", "method": "wB97M-V/def2-TZVPD", "total_energy_ev": -42613.9067, "charge": 0, "e_homo_ev": -8.60, "max_force_ev_per_a": 14.27, "orbital_gap_ha": 0.30772, "relative_energy_kj_mol": 1927.9, "elements": ["S", "O", "O", "O", "O", "N", "N", "N", "C", "C", "C", "C", "C", "C", "C", "C", "C", "C", "C", "C", "C", "C", "C", "C", "C", "C", "H", "H", "H", "H", "H", "H", "H", "H", "H", "H", "H", "H", "H", "H", "H", "H", "H", "H", "H", "H", "H", "H", "H", "H", "H", "H", "H", "H", "H"], "positions_angstrom": [[0.856, -1.449, -1.690], [-2.764, 1.851, -1.128], [0.562, -1.523, -0.376], [-3.311, 0.507, 6.343], [0.776, -2.957, -2.441], [-2.355, -0.051, 3.752], [-1.803, -0.161, 0.085], [-0.415, -0.899, -2.519], [-1.749, 0.570, -0.981], [5.457, 1.725, -3.466], [-3.269, 1.075, 3.974], [3.319, 0.342, -3.926], [-2.694, -0.099, 1.160], [-2.308, -0.342, 6.029], [2.401, -0.409, -3.545], [2.701, 0.035, 0.112], [1.616, -1.090, -4.448], [3.059, 0.032, -1.269], [4.202, 0.709, -1.694], [2.241, -0.378, -2.153], [-1.593, -0.126, 4.763], [-0.732, 0.648, -2.112], [4.216, 0.998, -2.949], [-1.543, -1.545, -2.808], [-4.014, 0.768, 5.277], [-1.559, 0.112, 2.427], [-2.893, 2.194, 4.087], [-0.830, -0.777, 0.148], [5.517, 2.668, -2.708], [-2.415, -1.756, -2.181], [-1.250, 1.277, 2.235], [-1.138, 1.088, -2.961], [5.322, 2.195, -4.371], [1.638, 0.316, 0.307], [-1.691, -0.669, 6.810], [-4.709, -0.248, 5.018], [-3.316, 0.752, 1.218], [0.245, 0.771, -1.812], [-0.817, 0.766, 4.962], [1.421, -2.217, -4.510], [1.954, -0.990, -5.664], [3.511, 0.495, 0.787], [-0.676, -0.477, 2.471], [-2.257, -1.041, -3.806], [6.357, 1.083, -3.466], [-2.781, -1.554, 6.055], [-0.711, -1.212, 4.533], [-4.764, 1.254, 5.543], [4.604, 1.438, -1.055], [3.640, 0.480, -5.068], [2.642, -1.023, 0.346], [0.545, -0.573, -4.735], [-4.207, 1.049, 3.058], [-1.220, -2.603, -3.179], [-3.017, -1.031, 1.525]], "nbo_charge": [2.24, -0.78, -0.96, -0.48, -0.92, -0.50, -0.59, -0.71, 0.61, -0.62, -0.26, -0.16, -0.21, -0.09, -0.08, -0.65, -0.66, 0.05, -0.26, -0.30, -0.17, -0.27, 0.08, -0.44, -0.04, -0.21, 0.20, 0.45, 0.21, 0.21, 0.19, 0.26, 0.21, 0.24, 0.22, 0.10, 0.26, 0.21, 0.15, 0.30, 0.22, 0.23, 0.21, 0.18, 0.24, 0.12, 0.16, 0.19, 0.22, 0.22, 0.25, 0.25, 0.22, 0.27, 0.22]}

---

No. 5
{"formula": "C18H29N7O5SV", "method": "wB97M-V/def2-TZVPD", "spin_multiplicity": 3, "total_energy_ev": -76326.5870, "charge": 1, "e_homo_ev": [-10.56, -10.59], "max_force_ev_per_a": 1.45, "s_squared": 2.016, "orbital_gap_ha": [0.29820, 0.30400], "relative_energy_kj_mol": 0.0, "elements": ["V", "S", "O", "O", "O", "O", "O", "N", "N", "N", "N", "N", "N", "N", "C", "C", "C", "C", "C", "C", "C", "C", "C", "C", "C", "C", "C", "C", "C", "C", "C", "C", "H", "H", "H", "H", "H", "H", "H", "H", "H", "H", "H", "H", "H", "H", "H", "H", "H", "H", "H", "H", "H", "H", "H", "H", "H", "H", "H", "H", "H"], "positions_angstrom": [[-0.124, -1.042, -1.018], [-1.426, -2.302, -2.530], [-1.331, 1.691, 1.355], [1.089, -2.249, -0.325], [-1.120, 0.606, -1.608], [-1.229, -1.314, 0.769], [0.891, 0.271, 0.711], [-2.802, 1.574, -2.739], [-1.409, -1.360, -5.051], [1.009, -0.861, -2.595], [-3.187, 0.569, -0.692], [0.425, -0.767, -3.866], [-0.532, -2.432, 2.596], [-0.353, 3.717, 1.017], [-4.578, 0.976, -0.631], [5.121, -1.259, -0.119], [0.563, -0.318, 1.974], [-0.354, 2.365, 1.066], [0.982, 1.684, 0.777], [-1.578, 4.448, 1.301], [-1.453, -3.538, 2.331], [-2.353, 0.901, -1.666], [0.315, -2.614, 3.774], [4.520, -2.069, 0.849], [2.282, -0.769, -2.501], [-0.713, -1.405, -3.878], [3.001, -1.139, -1.283], [4.362, -0.823, -1.183], [2.402, -1.934, -0.287], [3.187, -2.414, 0.758], [-0.452, -1.424, 1.755], [0.820, 4.542, 0.745], [-3.786, 1.609, -2.941], [-4.952, 0.756, 0.364], [-4.685, 2.048, -0.805], [-2.054, -3.723, 3.220], [-2.170, 1.601, -3.523], [2.721, -3.069, 1.486], [-0.321, -2.793, 4.639], [-2.095, -3.294, 1.495], [5.112, -2.444, 1.675], [2.839, -0.504, -3.397], [0.626, 5.196, -0.107], [-0.872, -4.430, 2.097], [1.694, 3.947, 0.515], [-2.128, -2.051, -5.183], [-1.826, 5.090, 0.455], [-0.886, -1.087, -5.868], [-2.737, 0.192, 0.130], [-2.385, 3.745, 1.476], [0.961, -3.480, 3.633], [1.392, 1.982, -0.186], [1.051, 5.167, 1.609], [4.816, -0.229, -1.969], [1.483, -0.676, 2.426], [-5.192, 0.428, -1.348], [0.085, 0.415, 2.623], [-1.448, 5.073, 2.187], [0.922, -1.744, 3.982], [6.169, -1.004, -0.049], [1.693, 1.968, 1.557]], "lowdin_spin": [1.92, -0.02, 0.00, 0.00, 0.02, 0.02, 0.01, 0.00, 0.00, -0.01, 0.00, 0.01, 0.00, 0.00, 0.00, 0.00, 0.00, 0.00, 0.00, 0.00, 0.00, 0.00, 0.00, 0.00, 0.03, 0.00, 0.00, 0.01, 0.01, 0.00, 0.00, 0.00, 0.00, 0.00, 0.00, 0.00, 0.00, 0.00, 0.00, 0.00, 0.00, 0.00, 0.00, 0.00, 0.00, 0.00, 0.00, 0.00, 0.00, 0.00, 0.00, 0.00, 0.00, 0.00, 0.00, 0.00, 0.00, 0.00, 0.00, 0.00, 0.00]}

---

No. 6
{"formula": "C18H29N8O4S", "method": "wB97M-V/def2-TZVPD", "total_energy_ev": -50070.9567, "charge": -1, "e_homo_ev": -3.56, "max_force_ev_per_a": 11.92, "orbital_gap_ha": 0.20860, "elements": ["S", "O", "O", "O", "O", "N", "N", "N", "N", "N", "N", "N", "N", "C", "C", "C", "C", "C", "C", "C", "C", "C", "C", "C", "C", "C", "C", "C", "C", "C", "C", "H", "H", "H", "H", "H", "H", "H", "H", "H", "H", "H", "H", "H", "H", "H", "H", "H", "H", "H", "H", "H", "H", "H", "H", "H", "H", "H", "H", "H"], "positions_angstrom": [[1.631, 0.016, 0.339], [0.580, -1.018, 0.581], [1.584, 0.569, -1.318], [2.977, -0.679, 0.494], [-0.908, 1.364, 1.539], [-0.128, 2.647, 3.279], [5.041, 4.739, -3.799], [3.101, 1.127, -6.969], [-2.899, -3.897, 5.929], [0.815, 0.865, -2.750], [-2.153, -2.547, 5.473], [-1.733, -7.543, 0.194], [-1.380, 5.655, 0.224], [-1.438, -6.433, 0.052], [0.113, 1.794, 2.088], [0.347, 1.327, -3.746], [-0.251, 1.903, -4.993], [1.547, 1.479, 1.494], [-1.960, -2.521, 4.272], [0.060, 4.082, 2.944], [-1.725, 3.573, -1.379], [2.552, 0.109, -6.915], [0.684, 2.216, 4.449], [-1.718, -2.512, 2.798], [-4.182, -6.231, 5.979], [3.779, 2.412, -3.701], [-3.460, -4.925, 5.954], [-1.533, 4.745, -0.477], [-1.059, -5.002, -0.131], [4.490, 3.722, -3.756], [1.848, -1.202, -6.844], [0.070, 2.939, -5.116], [0.072, 1.326, -5.860], [-0.942, -4.782, -1.193], [-0.055, 1.857, 5.250], [-1.834, -4.356, 0.282], [-0.117, -4.798, 0.380], [-0.785, -3.030, 2.572], [1.134, 4.455, 3.083], [1.847, 2.395, 0.875], [-4.711, -6.383, 5.036], [1.326, -1.394, -7.782], [2.569, -2.001, -6.668], [1.124, -1.190, -6.028], [1.417, 1.381, 4.240], [3.261, 2.227, -4.643], [-1.428, 3.836, -2.395], [-1.341, 1.874, -4.931], [3.048, 2.417, -2.890], [1.248, 3.087, 4.937], [-3.470, -7.045, 6.123], [-0.585, 4.784, 3.578], [4.497, 1.610, -3.528], [-1.648, -1.484, 2.436], [-2.774, 3.274, -1.380], [-0.265, 4.218, 1.869], [2.364, 1.345, 2.267], [-1.116, 2.735, -1.034], [-2.540, -3.017, 2.280], [-4.903, -6.240, 6.797]], "nbo_charge": [2.13, -0.99, -0.92, -1.01, -0.53, -0.51, -0.39, -0.35, -0.23, -0.18, -0.37, -0.37, -0.37, 0.30, 0.71, 0.21, -0.70, -0.79, 0.20, -0.42, -0.72, 0.30, -0.43, -0.70, -0.71, -0.73, 0.34, 0.31, -0.72, 0.31, -0.72, 0.24, 0.23, 0.26, 0.21, 0.26, 0.27, 0.26, 0.17, 0.27, 0.25, 0.25, 0.26, 0.27, 0.21, 0.26, 0.24, 0.23, 0.28, 0.19, 0.25, 0.20, 0.26, 0.27, 0.25, 0.23, 0.25, 0.29, 0.20, 0.25]}